84
Properties=species:S:1:pos:R:3:forces:R:3 method="wB97M-V/def2-TZVPD" homo_energy_ev="-10.108 / -10.248" s2=8.81 multiplicity=6 charge=+1
Mn 0.141 -0.785 0.265 0.124 0.095 -0.102
C 0.488 4.564 -5.163 0.009 0.000 -0.029
C 0.325 3.047 -5.344 -0.015 0.023 0.002
C 1.342 2.536 -6.375 0.003 -0.013 -0.015
C -1.083 2.768 -5.869 0.007 -0.004 0.019
C 0.575 2.367 -4.007 -0.005 0.021 -0.045
C -0.358 1.648 -3.355 -0.050 -0.046 0.048
C -0.035 1.023 -2.101 0.189 0.186 -0.007
N -0.829 0.380 -1.293 -0.142 -0.415 0.036
C -2.165 0.092 -1.361 0.170 0.107 0.042
C -3.128 0.849 -2.064 -0.082 0.061 -0.022
C -4.439 0.474 -2.061 0.059 0.050 -0.043
C -4.778 -0.708 -1.355 0.000 -0.042 0.043
C -3.901 -1.475 -0.628 0.032 -0.067 0.049
C -2.534 -1.060 -0.589 -0.185 0.102 -0.130
O -1.627 -1.714 0.081 0.153 0.030 0.073
C -4.352 -2.746 0.098 -0.018 -0.032 0.023
C -5.856 -2.986 -0.052 0.007 0.005 -0.003
C -4.051 -2.648 1.602 0.008 -0.003 -0.026
C -3.622 -3.962 -0.494 0.000 0.025 -0.018
C -5.533 1.253 -2.782 -0.021 0.007 -0.020
C -6.627 1.660 -1.785 0.006 0.000 0.018
C -4.991 2.519 -3.444 0.013 -0.022 -0.004
C -6.142 0.357 -3.871 -0.012 -0.001 0.015
C 1.385 1.012 -1.636 -0.206 0.120 -0.176
O 1.715 0.235 -0.711 -0.071 -0.200 0.289
C 2.330 1.900 -2.288 0.024 -0.107 0.063
C 1.892 2.516 -3.410 -0.024 0.026 -0.034
C 3.744 2.055 -1.735 0.035 0.022 -0.031
C 4.522 3.121 -2.510 -0.009 -0.017 0.000
C 4.504 0.725 -1.861 0.009 0.010 0.008
C 3.683 2.493 -0.264 -0.010 0.006 0.018
H 0.312 5.067 -6.115 0.000 0.003 0.004
H 1.492 4.836 -4.831 -0.009 -0.001 0.001
H -0.229 4.948 -4.436 0.001 0.006 0.000
H 1.151 3.006 -7.340 0.002 0.004 -0.001
H 1.260 1.455 -6.503 0.000 0.000 -0.001
H 2.371 2.770 -6.097 0.000 -0.009 0.017
H -1.210 3.245 -6.841 0.007 0.012 0.004
H -1.848 3.173 -5.202 -0.005 -0.013 0.006
H -1.261 1.699 -6.000 -0.002 0.000 -0.009
H -1.337 1.491 -3.772 -0.013 0.021 -0.017
H -2.825 1.772 -2.531 0.007 -0.002 -0.010
H -5.815 -1.011 -1.382 -0.002 -0.017 0.000
H -6.445 -2.170 0.370 -0.004 -0.002 0.000
H -6.123 -3.898 0.483 -0.002 0.005 -0.001
H -6.145 -3.124 -1.095 -0.003 0.006 -0.004
H -4.535 -1.771 2.040 0.015 0.004 0.000
H -2.978 -2.598 1.773 0.015 0.015 0.026
H -4.433 -3.535 2.112 -0.015 0.008 -0.006
H -3.852 -4.065 -1.556 -0.002 -0.001 -0.002
H -3.953 -4.872 0.010 0.009 -0.003 0.006
H -2.544 -3.875 -0.379 0.003 -0.005 0.001
H -6.217 2.291 -0.994 -0.001 0.003 -0.001
H -7.096 0.794 -1.317 0.008 -0.005 0.002
H -7.410 2.220 -2.298 -0.002 0.001 -0.002
H -4.536 3.195 -2.716 -0.008 0.006 0.000
H -5.807 3.057 -3.927 -0.004 -0.006 -0.003
H -4.252 2.285 -4.215 0.009 0.000 0.007
H -6.578 -0.550 -3.450 -0.004 0.003 -0.009
H -5.384 0.061 -4.599 -0.001 0.002 -0.004
H -6.933 0.893 -4.399 0.001 0.000 0.001
H 2.581 3.155 -3.945 0.029 0.006 0.033
H 4.685 2.832 -3.550 -0.006 0.009 -0.005
H 5.503 3.248 -2.052 0.001 -0.010 -0.001
H 4.019 4.090 -2.489 0.004 0.003 0.004
H 4.570 0.417 -2.906 -0.001 -0.005 -0.001
H 4.028 -0.070 -1.292 -0.003 0.001 0.002
H 5.519 0.853 -1.483 0.002 -0.001 -0.006
H 3.146 3.439 -0.163 -0.001 -0.001 0.001
H 4.697 2.644 0.111 0.006 -0.002 -0.003
H 3.202 1.746 0.363 0.000 0.013 -0.005
C -1.673 -0.985 5.256 0.001 0.042 0.022
N -0.503 -0.773 4.400 0.013 -0.055 -0.006
C 0.770 -0.339 4.974 -0.002 0.062 0.007
C -0.614 -0.910 3.101 0.011 -0.096 0.015
O 0.334 -0.692 2.308 -0.028 0.062 -0.075
H -1.337 -1.147 6.275 0.010 -0.043 -0.003
H -2.223 -1.865 4.930 -0.014 0.024 -0.032
H -2.332 -0.117 5.241 0.017 0.016 0.025
H 0.773 -0.565 6.036 -0.012 -0.013 0.000
H 0.911 0.732 4.833 -0.004 0.001 0.007
H 1.587 -0.866 4.487 -0.005 0.008 -0.009
H -1.589 -1.243 2.735 -0.012 0.011 -0.011